# 1
ORCA calculation (ωB97M-V with the def2-TZVPD basis set) on a structure of composition C10H7N3NdO6 in a non-equilibrium geometry.

Structure (XYZ):
```
27
Properties=species:S:1:pos:R:3
O 0.195 3.891 -2.422
C 0.155 2.747 -2.327
Nd -0.194 0.206 -1.833
O 0.183 -0.122 -5.824
C 0.092 -0.044 -4.686
C 0.069 -2.501 -2.220
O 0.153 -3.639 -2.384
C -2.666 -0.105 -2.330
O -3.804 -0.140 -2.436
C 2.553 -0.024 -2.232
O 3.680 -0.097 -2.384
C -1.790 1.643 2.776
N -0.779 0.705 2.225
C -0.021 -0.038 3.104
C 0.909 -0.905 2.640
C 1.083 -1.046 1.266
N 0.332 -0.314 0.394
C -0.595 0.568 0.891
O -1.268 1.242 0.007
N 1.945 -1.865 0.657
H -1.733 1.557 3.878
H -2.792 1.321 2.433
H -1.519 2.671 2.471
H -0.233 0.135 4.158
H 1.484 -1.475 3.355
H 2.557 -2.465 1.187
H 2.006 -1.907 -0.365
```

Its total charge is +3. For the LUMO energy (spin up / spin down), the calculation gives -12.574 / -12.418 eV. As for the spin multiplicity: 4. The orbital gap (spin up / spin down) is 7.303 / 7.461 eV. For the HOMO energy (spin up / spin down), the calculation gives -19.9 / -19.9 eV.

=====

# 2
ORCA calculation (ωB97M-V with the def2-TZVPD basis set) on a structure of composition C22H51BN4O2Si2V in a non-equilibrium geometry.

Structure (XYZ):
```
83
Properties=species:S:1:pos:R:3
O 2.768 -2.256 -0.308
O 1.716 -4.308 -0.097
C 3.044 -1.671 -1.638
C 2.827 -0.181 -1.672
H 2.350 -2.171 -2.327
H 4.073 -1.948 -1.908
H 1.763 0.074 -1.610
H 3.196 0.215 -2.622
H 3.365 0.351 -0.886
C 3.481 -1.715 0.874
C 4.309 -2.796 1.519
H 2.691 -1.334 1.534
H 4.079 -0.861 0.553
H 3.693 -3.614 1.912
H 4.871 -2.347 2.346
H 5.035 -3.202 0.799
C 0.688 -4.416 0.979
C 1.333 -4.782 -1.445
C 0.643 -3.205 1.862
H 0.974 -5.307 1.548
H -0.279 -4.596 0.495
H 1.612 -2.956 2.300
H -0.043 -3.399 2.695
H 0.243 -2.326 1.346
C 2.452 -5.617 -2.003
H 1.156 -3.885 -2.058
H 0.396 -5.341 -1.347
H 3.358 -5.019 -2.163
H 2.151 -6.029 -2.967
H 2.697 -6.455 -1.340
H 2.298 -3.363 -0.172
V -1.011 2.041 0.380
C -1.098 0.309 -0.140
Si -2.139 -0.544 -1.462
H -1.270 -0.197 0.826
H 0.005 0.252 -0.315
C -1.128 -0.732 -3.035
C -3.743 0.333 -1.827
C -2.520 -2.254 -0.797
C -0.594 2.690 -1.357
Si -1.560 4.275 -1.270
H -0.873 2.016 -2.188
H 0.498 2.852 -1.429
C -3.070 4.112 -2.370
C -0.510 5.731 -1.803
C -2.083 4.547 0.520
H -3.578 -2.493 -0.956
H -2.317 -2.318 0.279
H -1.919 -3.018 -1.304
H -1.063 0.197 -3.612
H -1.601 -1.487 -3.679
H -0.104 -1.074 -2.825
H -3.615 1.300 -2.326
H -4.330 0.489 -0.914
H -4.329 -0.316 -2.495
H 0.199 5.432 -2.586
H 0.064 6.144 -0.962
H -1.139 6.537 -2.206
H -1.384 5.229 1.023
H -2.215 3.656 1.177
H -3.067 5.037 0.471
H -3.373 5.102 -2.735
H -3.926 3.669 -1.843
H -2.845 3.489 -3.246
B 0.006 0.661 3.066
N -1.530 0.906 3.024
C -2.496 0.287 3.736
C -3.731 0.739 3.278
C -3.484 1.640 2.250
N -2.131 1.762 2.107
N 0.672 1.962 2.539
C 1.523 2.769 3.182
C 2.012 3.720 2.282
C 1.472 3.420 1.042
N 0.637 2.325 1.191
H 0.355 -0.287 2.386
H 0.382 0.442 4.194
H -2.252 -0.425 4.510
H -4.702 0.419 3.623
H -4.175 2.193 1.627
H 1.770 2.566 4.209
H 2.717 4.500 2.497
H 1.650 3.853 0.070
```

For the LUMO energy (spin up / spin down), the calculation gives 0.432 / 0.355 eV. As for the spin multiplicity: 4. The orbital gap (spin up / spin down) is 2.109 / 8.948 eV. For the HOMO energy (spin up / spin down), the calculation gives -1.7 / -8.6 eV. As for the energy above the lowest of the compared OMol25 structures with the same formula, charge and spin: 0.143 eV.

=====

# 3
ORCA calculation (ωB97M-V with the def2-TZVPD basis set) on an isolated molecule of C2H6N6 in a non-equilibrium geometry.

Structure (XYZ):
```
14
Properties=species:S:1:pos:R:3
C -0.568 1.704 -0.954
C 1.258 -0.800 0.791
H 0.242 2.342 -1.658
H -1.395 1.164 -1.470
H -1.014 2.630 -0.295
H 1.022 -2.654 0.799
H -1.277 -1.486 -0.964
H -1.575 -1.263 0.537
N -0.110 0.770 0.033
N 0.796 1.275 0.883
N 1.728 0.443 1.204
N 1.522 -1.976 1.272
N 0.202 -0.606 -0.135
N -0.830 -1.543 -0.043
```

For the LUMO energy, the calculation gives -0.064 eV. The SMILES is [H]/N=c1/nnn(C)n1N. The orbital gap is 8.809 eV. For the HOMO energy, the calculation gives -8.9 eV. As for the energy above the lowest of the compared OMol25 structures with the same formula, charge and spin: 3.075 eV.

=====

# 4
ORCA calculation (ωB97M-V with the def2-TZVPD basis set) on a cluster of 11 separate species, C5H35N3O10 in total in a non-equilibrium geometry.

Structure (XYZ):
```
53
Properties=species:S:1:pos:R:3
C 2.559 -1.472 1.725
C 1.174 -1.135 1.025
C 0.113 -2.102 1.132
C -0.480 -2.301 -0.263
N -0.872 0.382 -2.606
C -0.526 -0.870 -2.147
N -0.915 -1.093 -0.870
N 0.764 0.083 1.747
H 2.970 -2.461 1.218
H 3.496 -0.861 1.648
H 2.532 -1.561 2.762
H 1.486 -0.832 0.073
H 0.489 -3.069 1.642
H -0.629 -1.709 1.882
H 0.115 -3.045 -0.821
H -1.520 -2.906 -0.072
H -1.364 0.984 -1.924
H -0.541 0.681 -3.535
H -0.093 -1.705 -2.807
H -1.215 -0.209 -0.342
H 1.034 0.027 2.795
H -0.132 0.461 1.483
H 1.484 0.845 1.684
H -2.268 1.423 0.027
H -0.849 1.973 0.458
O -1.279 1.566 -0.231
H 2.853 2.369 0.299
H 3.174 2.841 1.540
O 2.740 2.060 1.197
H -2.129 0.971 3.181
H -2.658 0.355 1.970
O -1.885 0.585 2.295
H 2.480 -0.175 4.834
H 1.876 1.172 5.004
O 1.885 0.447 4.450
H -0.190 3.304 2.485
H 0.533 3.377 0.957
O 0.059 2.814 1.619
H -1.332 0.742 -5.615
H 0.024 1.611 -5.573
O -0.695 1.154 -5.068
H 3.206 4.103 -1.162
H 1.710 3.878 -1.530
O 2.416 3.675 -0.835
H -3.534 -0.477 -1.001
H -4.569 0.182 0.063
O -3.626 -0.071 -0.106
H -3.409 -1.715 -2.843
H -4.750 -1.171 -2.698
O -3.893 -0.851 -2.483
H 2.053 -3.672 -2.564
H 0.952 -4.790 -1.923
O 1.174 -3.809 -2.173
```

Its total charge is +2. For the LUMO energy, the calculation gives -4.879 eV. The orbital gap is 10.359 eV. For the HOMO energy, the calculation gives -15.2 eV. As for the energy above the lowest of the compared OMol25 structures with the same formula, charge and spin: 2.775 eV.

=====

| no. | E (eV) |
| --- | --- |
| 1 | -42487.632 |
| 2 | -75810.632 |
| 3 | -11107.223 |
| 4 | -30683.005 |